C16H19Cl2P2STi as an isolated structure in a non-equilibrium geometry. Source: OMol25; level of theory: wB97M-V/def2-TZVPD.

The geometry in XYZ format:
```
41
Properties=species:S:1:pos:R:3:nbo_charge:R:1
Ti 0.442 0.071 -0.063 1.341
Cl 2.339 1.108 -0.832 0.144
C 1.703 2.503 -1.734 -0.014
C 2.607 3.340 -2.333 -0.200
C 2.113 4.437 -3.044 -0.104
C 0.754 4.666 -3.136 -0.171
C -0.152 3.803 -2.521 0.007
Cl -1.830 4.081 -2.633 0.155
C 0.320 2.695 -1.801 -0.296
S -0.865 1.632 -1.039 0.133
H 3.674 3.166 -2.265 0.278
H 2.811 5.109 -3.524 0.279
H 0.374 5.516 -3.688 0.283
C 0.719 -0.139 3.542 -0.935
P -0.488 -0.210 2.190 0.868
C -1.827 0.949 2.587 -0.923
C -1.195 -1.887 2.150 -0.364
C -1.719 -2.399 3.335 -0.119
C -2.286 -3.664 3.363 -0.144
C -2.336 -4.431 2.206 -0.127
C -1.819 -3.933 1.019 -0.166
C -1.245 -2.665 0.977 -0.355
P -0.611 -2.073 -0.624 0.871
C 0.508 -3.337 -1.288 -0.935
C -2.017 -1.930 -1.761 -0.923
H 0.209 -0.331 4.488 0.297
H 1.172 0.852 3.593 0.282
H 1.495 -0.892 3.405 0.277
H -2.327 0.609 3.495 0.292
H -2.553 0.987 1.776 0.272
H -1.419 1.946 2.760 0.282
H -1.692 -1.815 4.247 0.232
H -2.690 -4.052 4.289 0.269
H -2.779 -5.418 2.227 0.269
H -1.870 -4.545 0.126 0.240
H -0.051 -4.261 -1.449 0.297
H 1.321 -3.536 -0.590 0.277
H 0.916 -3.014 -2.247 0.282
H -2.558 -2.878 -1.771 0.292
H -1.661 -1.715 -2.770 0.282
H -2.694 -1.140 -1.437 0.272
```

Properties
**Frontier orbital gap (alpha / beta)**: 5.749 / 5.760 eV
**HOMO energy (alpha / beta)**: -18.26 / -18.27 eV
**E_tot**: -3470.7825 a.u.
**Total charge**: +3
**LUMO level (alpha / beta)**: -12.51 / -12.51 eV
**Energy above the lowest of the compared OMol25 structures with the same formula, charge and spin**: 6.5 kcal/mol